Entry 1:
ORCA calculation (the ωB97M-V functional and the def2-TZVPD basis) on 5 unconnected molecules or ions with the total composition C33H44Cl2O10S4 at a distorted geometry.

Geometry as ORCA input:
```
! RIJCOSX wB97M-V def2-TZVPD def2/J DEFGRID3
* xyz 0 1
C 3.6019 2.4737 4.1491
C 2.1824 2.2307 3.5884
Cl 1.8350 3.6110 2.4818
C 2.0229 0.8620 2.8451
Cl 3.0754 -0.3200 3.7144
C 0.5679 0.4067 2.9388
C 0.2230 -0.8458 3.3929
C -1.0897 -1.2578 3.5060
C -2.0737 -0.3780 3.1443
C -1.7700 0.8776 2.6478
C -0.4542 1.2464 2.5569
C -2.8986 1.7526 2.2346
O -2.7668 2.6446 1.4057
C -4.2669 1.5140 2.8168
C -5.2357 2.4830 2.8594
C -6.4767 2.2222 3.3816
C -6.7354 0.9489 3.8370
C -5.7938 -0.0528 3.8231
C -4.5581 0.2549 3.3102
C -3.5110 -0.8218 3.3054
O -3.7779 -2.0013 3.4591
H 4.3762 2.1056 3.4751
H 3.7604 3.5528 4.2421
H 3.6933 2.0626 5.1544
H 1.5154 2.2244 4.4526
H 2.3688 0.9196 1.8139
H 0.9761 -1.5694 3.6789
H -1.3164 -2.2531 3.8669
H -0.2367 2.2418 2.1815
H -5.0227 3.4777 2.4777
H -7.2236 3.0049 3.4146
H -7.7199 0.7043 4.2292
H -6.0096 -1.0394 4.2118
C -2.7733 5.2855 -0.4779
C -1.2649 5.0586 -0.6242
C -0.6576 6.3539 -1.1794
S -1.7283 7.6870 -0.6269
O -2.3549 8.2842 -1.7795
O -1.0365 8.4832 0.3546
C -2.9257 6.6445 0.1970
H -3.2435 4.4963 0.1029
H -3.2422 5.3052 -1.4654
H -0.8344 4.8389 0.3550
H -1.0454 4.2124 -1.2740
H 0.3477 6.5272 -0.8030
H -0.6521 6.3608 -2.2680
H -3.9199 7.0727 0.0889
H -2.6507 6.5945 1.2507
C 5.2601 -3.0246 -0.4688
C 4.5260 -2.6536 -1.7650
C 3.1739 -2.0493 -1.3636
S 3.4118 -1.3258 0.2525
O 2.6043 -2.0528 1.2045
O 3.3489 0.1186 0.1501
C 5.1157 -1.8219 0.4568
H 6.3077 -3.2630 -0.6512
H 4.7874 -3.8997 -0.0161
H 5.1121 -1.9170 -2.3169
H 4.3959 -3.5128 -2.4102
H 2.8541 -1.2829 -2.0524
H 2.4008 -2.8135 -1.2721
H 5.3096 -2.0529 1.5025
H 5.7445 -0.9923 0.1331
C -2.5873 -4.2835 0.1717
C -2.2184 -2.8227 -0.1160
C -0.7229 -2.6606 0.1781
S 0.0203 -4.2713 -0.0994
O 0.5159 -4.7744 1.1529
O 0.8535 -4.2184 -1.2831
C -1.5019 -5.1255 -0.4935
H -3.5763 -4.5341 -0.2100
H -2.5873 -4.4583 1.2499
H -2.4144 -2.5984 -1.1676
H -2.8120 -2.1313 0.4820
H -0.2537 -1.9334 -0.4811
H -0.5448 -2.3873 1.2159
H -1.4552 -6.1464 -0.1212
H -1.6117 -5.1259 -1.5782
C 0.9954 -2.7451 -6.3794
C 2.1066 -2.3450 -7.3587
C 3.1569 -1.5581 -6.5646
S 3.0603 -2.1622 -4.8757
O 2.5953 -1.0866 -4.0398
O 4.2468 -2.9170 -4.5769
C 1.7050 -3.2955 -5.1458
H 0.3202 -3.4819 -6.8124
H 0.4069 -1.8650 -6.1096
H 2.5609 -3.2444 -7.7797
H 1.7204 -1.7549 -8.1888
H 4.1621 -1.7233 -6.9447
H 2.9355 -0.4923 -6.5512
H 1.0728 -3.3290 -4.2599
H 2.1306 -4.2795 -5.3409
*
```

Computed properties:
SMILES string = C[C@@H](Cl)[C@@H](Cl)c1ccc2c(c1)C(=O)c1ccccc1C2=O.O=S1(=O)CCCC1.O=S1(=O)CCCC1.O=S1(=O)CCCC1.O=S1(=O)CCCC1
energy = -123795.2474 eV
LUMO = -0.95 eV

So, what does the Löwdin scheme give us? The charges, in e, come out as:
1. C -0.1872
2. C -0.7038
3. Cl 0.6411
4. C -0.5719
5. Cl 0.7231
6. C -0.2138
7. C -0.0486
8. C -0.0025
9. C -0.0971
10. C -0.0781
11. C 0.0290
12. C -0.2347
13. O 0.0989
14. C -0.0847
15. C -0.0140
16. C -0.0567
17. C -0.0654
18. C -0.0034
19. C -0.0943
20. C -0.2587
21. O 0.0960
22. H 0.0696
23. H 0.0577
24. H 0.0661
25. H 0.1110
26. H 0.0703
27. H 0.0834
28. H 0.1327
29. H 0.0800
30. H 0.1241
31. H 0.1134
32. H 0.1123
33. H 0.1263
34. C -0.2243
35. C -0.2134
36. C -0.2189
37. S 0.6605
38. O -0.3250
39. O -0.3286
40. C -0.2303
41. H 0.0827
42. H 0.1205
43. H 0.1065
44. H 0.1166
45. H 0.1009
46. H 0.1025
47. H 0.1057
48. H 0.1076
49. C -0.2087
50. C -0.2154
51. C -0.2226
52. S 0.6691
53. O -0.3468
54. O -0.3383
55. C -0.2265
56. H 0.1151
57. H 0.1215
58. H 0.1163
59. H 0.0963
60. H 0.0648
61. H 0.0670
62. H 0.1039
63. H 0.1090
64. C -0.2135
65. C -0.2016
66. C -0.2069
67. S 0.6719
68. O -0.3021
69. O -0.3451
70. C -0.2285
71. H 0.1159
72. H 0.1206
73. H 0.1168
74. H 0.1050
75. H 0.1080
76. H 0.0803
77. H 0.1077
78. H 0.1046
79. C -0.2183
80. C -0.2128
81. C -0.2141
82. S 0.6823
83. O -0.3138
84. O -0.3181
85. C -0.2183
86. H 0.1156
87. H 0.1197
88. H 0.1171
89. H 0.1141
90. H 0.1032
91. H 0.1053
92. H 0.1046
93. H 0.1123

---

Entry 2:
ORCA calculation (the ωB97M-V functional and the def2-TZVPD basis) on 2 unconnected molecules or ions with the total composition C33H44ClF5N3O3 at a distorted geometry.

Geometry as ORCA input:
```
! RIJCOSX wB97M-V def2-TZVPD def2/J DEFGRID3
* xyz 1 1
C 1.3178 -2.9629 2.5560
C 0.0856 -3.6152 3.4046
C -1.3165 -3.4609 2.6192
C -1.5618 -4.6531 1.5268
C -3.0295 -5.2926 1.6573
C -4.2095 -4.4625 0.9384
C -3.7222 -3.2588 0.0127
N -3.3708 -3.5529 -1.3356
C -2.9882 -2.3908 -2.0932
C -2.5857 -2.6281 -3.6043
C -2.1855 -1.4306 -4.4878
C -1.7453 -1.7544 -6.0117
F -1.6556 -0.5075 -6.7442
F -2.6041 -2.6947 -6.6500
C -0.2141 -2.2822 -5.9045
C 0.2736 -3.6637 -6.4055
C 1.7936 -3.9947 -6.1721
C 2.7870 -3.0030 -5.4669
C 2.2689 -1.6274 -4.9602
C 3.1599 -0.5386 -4.1863
F 3.2468 -0.9984 -2.8173
F 2.4876 0.7319 -4.0894
F 4.4522 -0.3988 -4.7646
C 0.7778 -1.2811 -5.1959
C -2.1769 0.0255 -3.9169
C -2.5704 0.2215 -2.4308
C -2.5182 1.7520 -1.8923
C -1.0310 1.9192 -1.2464
C -0.8907 3.2576 -0.3357
C -0.9409 2.9310 1.2363
O -2.0100 3.7456 1.8109
C -2.6282 3.0463 2.8922
C -3.5764 1.7983 2.5782
O -2.4714 3.4063 4.0988
C -2.9718 -0.9767 -1.4633
N -3.2761 -0.6163 -0.1024
C -3.6510 -1.8082 0.5791
Cl -4.1361 -1.5996 2.3519
H 1.9273 -2.2322 3.1948
H 0.8540 -2.4214 1.6536
H 1.9911 -3.8445 2.2507
H 0.3484 -4.6886 3.6900
H 0.0199 -2.9880 4.3770
H -1.3768 -2.4299 2.1301
H -2.1385 -3.5036 3.4364
H -1.2577 -4.3532 0.4675
H -0.8188 -5.4862 1.8448
H -3.3039 -5.3651 2.7775
H -2.9731 -6.3789 1.2845
H -4.7478 -5.2091 0.2333
H -5.0152 -4.1118 1.6760
H -2.5906 -3.7005 -4.0057
H -0.4623 -4.4036 -6.8933
H 2.2323 -5.0104 -6.4953
H 3.8839 -3.2799 -5.2824
H 0.3702 -0.2703 -4.8220
H -1.8734 0.8659 -4.6272
H -2.5651 2.4907 -2.7835
H -3.3257 1.9717 -1.1132
H -0.9092 1.0152 -0.5320
H -0.1929 1.8281 -2.0157
H 0.0998 3.8075 -0.5494
H -1.7517 3.9748 -0.6060
H -1.0326 1.8118 1.4534
H 0.0462 3.2873 1.7519
H -4.1267 1.4409 3.5204
H -4.3591 2.1054 1.7870
H -2.9036 0.9608 2.1608
C 2.3123 4.6399 3.3089
N 3.8345 4.6856 3.2505
C 4.3131 5.6401 4.3258
C 4.2682 5.2074 1.9037
C 4.4460 3.2994 3.5417
C 4.0859 2.2095 2.5303
O 2.6845 1.9973 2.4920
H 1.9464 5.6682 3.3641
H 1.9284 4.1838 2.3998
H 2.0133 4.0867 4.1991
H 3.8930 6.6274 4.1271
H 5.4032 5.6791 4.2926
H 3.9718 5.2697 5.2940
H 3.8700 4.5597 1.1229
H 5.3589 5.2200 1.8742
H 3.8717 6.2171 1.7812
H 4.0979 3.0182 4.5390
H 5.5302 3.4357 3.5654
H 4.5655 1.2714 2.8290
H 4.4397 2.4610 1.5258
H 2.5040 1.3589 1.7836
*
```

Computed properties:
relative energy (zero: lowest compared OMol25 entry of this formula, charge and spin) = 13.849 eV
energy = -71638.8857 eV
LUMO = -2.90 eV

So, what does the Löwdin scheme give us? The charges, in e, come out as:
1. C -0.1304
2. C -0.2533
3. C -0.2399
4. C -0.1943
5. C -0.1916
6. C -0.1639
7. C -0.1995
8. N 0.1301
9. C -0.1381
10. C 0.0746
11. C -0.0760
12. C -0.3337
13. F 0.0055
14. F 0.0379
15. C -0.0578
16. C 0.0161
17. C -0.0353
18. C 0.0046
19. C -0.0623
20. C -0.3461
21. F 0.0283
22. F 0.0338
23. F 0.0701
24. C 0.0662
25. C 0.0347
26. C -0.0831
27. C -0.1542
28. C -0.1910
29. C -0.1464
30. C -0.1767
31. O -0.0841
32. C -0.3987
33. C -0.0315
34. O 0.0464
35. C -0.1190
36. N 0.0912
37. C -0.4734
38. Cl 0.6258
39. H 0.0597
40. H 0.0660
41. H 0.0733
42. H 0.1022
43. H 0.1030
44. H 0.0741
45. H 0.0936
46. H 0.1064
47. H 0.1111
48. H 0.1149
49. H 0.1132
50. H 0.1230
51. H 0.0928
52. H 0.1207
53. H 0.1134
54. H 0.0977
55. H 0.1095
56. H 0.1049
57. H 0.1156
58. H 0.1222
59. H 0.1119
60. H 0.0979
61. H 0.1082
62. H 0.1062
63. H 0.1253
64. H 0.1188
65. H 0.1104
66. H 0.0939
67. H 0.1051
68. H 0.0394
69. C 0.0173
70. N -0.3477
71. C 0.0127
72. C 0.0203
73. C -0.0750
74. C -0.2178
75. O -0.0728
76. H 0.1148
77. H 0.0748
78. H 0.1212
79. H 0.1119
80. H 0.1116
81. H 0.1158
82. H 0.1052
83. H 0.1163
84. H 0.1162
85. H 0.1426
86. H 0.1407
87. H 0.1368
88. H 0.1212
89. H 0.1145

---

no.,HOMO (eV),HOMO-LUMO gap (eV)
1,-9.765,8.82
2,-10.303,7.40